Here is a cluster of 12 separate species, C18H60O12 in total at a distorted geometry from the OMol25 dataset. Energies are from ωB97M-V with the def2-TZVPD basis set.

```
90
Properties=species:S:1:pos:R:3:forces:R:3:mulliken_charge:R:1
C -3.7801 -2.3210 0.7795 -1.359 -0.337 -0.297 -1.5169
C -2.3924 -2.3118 1.2841 0.811 -3.289 0.441 1.6326
C -2.3710 -3.0680 2.6104 -0.097 0.627 -0.182 -1.9395
O -1.5791 -3.0855 0.3397 -0.775 1.061 -0.076 -0.4502
H -4.1203 -3.3729 0.6673 0.287 0.541 -0.007 0.3532
H -3.8674 -1.8351 -0.1763 -0.048 0.246 -0.613 0.1805
H -4.5064 -1.8446 1.4502 0.346 0.075 0.000 0.4127
H -1.9327 -1.3930 1.4576 0.455 2.024 -0.231 -0.2349
H -3.2478 -2.8044 3.1665 -0.555 -0.110 0.494 0.5092
H -1.5351 -2.8236 3.2283 0.684 0.160 0.289 0.3928
H -2.3162 -4.1150 2.4046 -0.348 -0.766 -0.048 0.5188
H -0.9039 -3.5161 0.8679 0.418 -0.157 0.202 0.1817
C 4.5747 4.3609 -0.8491 2.001 -1.061 -0.652 -1.3497
C 4.0689 4.2841 0.5206 -3.396 0.536 1.273 0.6645
C 3.4529 5.6164 1.0333 0.029 -1.165 -0.598 -1.3855
O 2.9134 3.3895 0.6334 0.482 -0.409 -0.617 -0.3911
H 4.5148 3.3483 -1.2980 0.523 0.365 0.198 0.2964
H 5.6726 4.6707 -0.7446 -1.560 -0.122 -0.883 0.3559
H 3.9462 4.9558 -1.4745 -0.029 0.878 -0.464 0.3444
H 4.8378 3.9231 1.1681 0.471 -0.238 0.719 0.2664
H 4.2154 6.3104 1.2088 1.259 1.159 0.763 0.4706
H 2.8350 5.4383 1.9091 0.218 0.035 0.187 0.2925
H 2.8339 6.1038 0.2857 -0.265 -0.373 -0.336 0.2957
H 2.8591 2.7773 -0.1380 0.123 0.195 0.500 0.2231
C -1.2176 1.1609 4.1579 -2.303 1.713 0.600 -1.7290
C -1.1437 -0.2789 4.5607 -0.970 -0.910 0.356 1.9513
C -0.1191 -0.4539 5.6629 0.911 0.588 -0.591 -1.5629
O -2.4592 -0.7254 5.1887 1.789 0.484 -1.314 -0.5868
H -0.3005 1.7015 4.0263 0.775 -0.164 0.218 0.3430
H -1.8119 1.6918 4.9861 0.863 -0.416 -1.106 0.4366
H -1.7377 1.3681 3.1963 -0.012 -0.506 0.582 0.2787
H -0.9237 -0.8511 3.6126 -0.262 0.002 1.272 -0.5733
H -0.3963 0.0897 6.5532 -0.399 0.346 0.175 0.3610
H 0.8314 -0.0080 5.3256 -0.166 -0.266 0.058 0.3247
H 0.0880 -1.4526 5.9889 -0.130 -0.788 -0.160 0.4017
H -3.1143 -0.0808 4.9068 -0.097 -0.030 -0.080 0.3193
C 2.7923 -1.4725 0.9520 0.727 -0.074 -0.124 -0.9041
O 1.8027 -1.1572 0.0042 -1.214 1.389 0.156 -0.6817
H 2.4168 -1.8096 1.8943 -0.663 0.291 0.871 0.3193
H 3.2361 -2.3733 0.5669 0.839 -0.171 -0.296 0.3878
H 3.5321 -0.6676 1.0830 -0.215 -0.268 -0.037 0.2290
H 1.0802 -0.5360 0.3528 0.764 -0.626 -0.169 0.3536
C -0.1755 -1.1122 -5.2303 1.538 -2.042 2.167 -0.7059
O -0.9490 -0.3560 -4.3592 1.281 2.626 -0.589 -0.2304
H -0.7180 -1.6799 -5.9394 -0.857 -0.255 -0.977 0.3359
H 0.5726 -0.5109 -5.6953 0.357 0.553 -0.333 0.3145
H 0.3470 -1.8972 -4.5799 -0.175 0.792 -1.042 0.1374
H -1.6668 -0.8513 -4.0753 -2.146 -1.764 0.910 0.2298
C -0.2044 3.8719 1.1973 1.074 1.705 -1.041 -0.6838
O 0.3614 2.7136 1.7354 -0.503 -0.866 0.095 -0.3550
H -1.2825 3.7338 1.1046 0.133 -0.065 -0.127 0.3347
H -0.0102 4.6965 1.8900 -0.310 0.193 -0.069 0.3084
H 0.2748 4.2171 0.1971 -0.871 -0.885 1.389 0.1650
H 1.3166 2.7919 1.7989 0.449 0.307 -0.395 0.2557
C -0.0042 -5.7742 2.3623 0.436 -0.981 -0.394 -0.7323
O 0.3616 -4.4099 2.1513 1.091 -0.808 -2.216 -0.3833
H -0.8876 -5.8329 2.9897 -0.016 0.162 0.167 0.2910
H -0.2394 -6.3340 1.4106 0.191 0.740 0.735 0.2778
H 0.8332 -6.3199 2.8506 -0.532 0.252 -0.141 0.2916
H 0.9433 -4.4751 1.3189 -0.958 0.696 1.484 0.2508
C 2.4292 1.4452 -2.7338 -2.794 0.095 0.037 -0.5205
O 2.4704 1.3480 -1.3230 0.279 0.575 0.872 -0.3179
H 3.4313 1.4761 -3.1180 0.367 0.249 -0.517 0.3454
H 1.8565 0.5607 -3.1800 0.788 1.152 0.420 -0.0214
H 1.7832 2.3977 -2.9074 1.450 -1.613 -0.341 0.2421
H 2.3809 0.4714 -0.9312 -0.041 -0.441 -0.492 0.3424
C 0.7613 -3.7457 -1.9208 0.223 -0.246 1.437 -0.2744
O 1.4723 -3.6483 -0.6729 0.041 1.128 0.409 -0.6237
H 0.4380 -2.7650 -2.2926 -0.293 -0.333 0.222 -0.1414
H 1.4093 -4.1963 -2.6451 0.502 -0.183 -0.561 0.3552
H -0.0229 -4.4666 -1.6913 -0.609 0.431 -0.640 0.2337
H 1.4368 -2.6928 -0.3387 -0.126 -1.313 -0.917 0.6080
C -1.6821 3.1141 -4.5607 1.566 0.879 0.450 -0.5936
O -0.4811 2.5407 -4.0410 0.148 1.273 -0.238 -0.3615
H -1.4716 3.4785 -5.5634 -0.254 -0.014 -0.228 0.2477
H -2.4833 2.4053 -4.5667 -0.651 -0.248 0.044 0.1984
H -1.8431 3.9778 -3.9116 -0.743 -0.015 -0.222 0.2465
H -0.6657 1.6385 -3.8958 -0.028 -1.974 0.106 0.2528
C -4.0247 -0.7032 -3.4749 1.520 -0.174 0.499 -0.5024
O -3.3731 -1.9843 -3.5419 0.034 0.328 0.123 -0.6182
H -4.7250 -0.7348 -2.6706 -1.079 0.172 0.153 0.3811
H -3.2998 0.0880 -3.1698 -0.347 -0.321 -0.505 0.0608
H -4.4271 -0.5274 -4.4558 -0.428 0.401 -0.148 0.2716
H -3.5271 -2.3985 -2.6872 0.336 -0.234 -0.069 0.3500
C -0.6640 0.4797 -1.0124 -0.831 -1.289 -0.702 -0.0065
O -0.2180 0.5130 0.3407 -0.519 -0.709 -0.658 -0.1839
H -1.7430 0.0303 -1.1085 1.683 1.282 0.258 -0.2581
H -0.4823 1.4385 -1.5286 -0.587 -0.257 0.311 0.3941
H -0.0478 -0.2510 -1.5670 -0.138 0.211 0.321 -0.0807
H -0.2881 1.4066 0.6889 0.441 0.356 0.478 0.0812
```
Forces are in eV/Å.

The relative energy (zero: lowest compared OMol25 entry of this formula, charge and spin) is 497.96 kJ/mol. The SMILES is CC(C)O.CC(C)O.CC(C)O.CO.CO.CO.CO.CO.CO.CO.CO.CO. The value obtained for the energy is -44204.3197 eV. For the HOMO energy, the calculation gives -9.639 eV. As for the frontier orbital gap: 10.263 eV.

---

Here is a structure of composition C18H62CuF3N28O16 at a distorted geometry from the OMol25 dataset. Energies are from ωB97M-V with the def2-TZVPD basis set.

```
128
Properties=species:S:1:pos:R:3:forces:R:3:mulliken_charge:R:1
Cu -1.6856 18.4842 22.3248 0.113 -0.531 -0.454 0.8417
C 0.4980 16.4583 18.0656 -1.845 2.524 2.674 -0.0299
O -0.9227 16.8475 17.7630 0.233 -1.460 -1.288 -0.1646
O 0.6931 17.0462 19.3239 0.037 -2.332 -1.854 -0.7886
C 0.8385 14.8870 17.7895 0.488 2.099 -0.076 0.7828
F 0.9155 14.5675 16.4684 0.091 0.641 -0.212 -0.2537
F 2.0406 14.7197 18.3098 1.364 -0.119 0.112 -0.2678
F 0.1118 13.9292 18.2978 -1.806 -0.663 1.073 -0.2829
C -1.5719 16.2539 16.6162 -1.117 0.233 0.714 -0.0292
C -2.9894 16.8128 16.5158 -1.169 1.033 -0.067 -1.2988
H -3.6728 16.3750 15.7881 0.582 -0.826 -0.376 0.3837
H -3.5770 16.7229 17.4294 0.466 -0.213 0.454 0.2975
H -3.1344 17.8584 16.2441 0.827 0.404 0.130 0.2966
H -1.7968 15.1975 16.7625 0.748 -0.416 0.127 0.1894
H -1.0455 16.3679 15.6686 0.311 0.164 0.061 0.2477
H 1.0960 17.0905 17.4092 0.451 -0.702 -0.914 0.0637
C 7.3190 12.7414 14.7323 4.220 -2.569 3.022 0.6908
O 8.0020 11.9082 15.3944 -1.862 0.734 -1.402 -0.6963
N 6.1435 12.6184 14.2020 -3.526 -0.857 -1.399 -0.3248
N 7.8282 13.9419 14.5269 0.762 2.104 -0.299 -0.3926
H 5.6773 11.7309 14.0794 0.192 0.294 0.204 0.2145
H 5.8309 13.4236 13.6785 -0.469 -0.677 -0.106 0.1406
H 8.8077 14.0352 14.7550 -0.416 0.508 -0.174 0.2170
H 7.2475 14.5799 14.0017 1.075 0.480 0.107 0.1518
C -5.7786 23.3468 13.1489 2.409 -3.342 1.592 0.6098
O -4.6789 22.9535 13.3968 2.801 -0.909 0.961 -0.6535
N -6.8771 22.7447 13.4833 -4.130 -3.843 2.410 -0.3728
N -6.0840 24.3490 12.4734 -1.030 5.982 -3.829 -0.3283
H -7.7650 23.0585 13.1183 0.125 -0.628 0.441 0.1337
H -6.8523 21.9157 14.0597 -0.042 0.244 -0.253 0.2007
H -5.3420 24.9933 12.2398 -0.786 0.341 -0.211 0.2357
H -7.0877 24.4371 12.5428 0.667 2.139 -1.072 0.1747
C -9.4670 12.6523 17.4469 0.305 1.401 -2.016 0.5974
O -10.3622 13.3561 17.0120 0.020 0.370 -0.558 -0.6441
N -9.5956 12.0121 18.5657 -0.353 -1.680 3.120 -0.4185
N -8.2798 12.4677 16.8157 0.995 0.656 -2.216 -0.3881
H -8.9861 11.2221 18.7220 -0.575 0.024 0.410 0.2171
H -10.5408 12.0972 18.9113 0.287 -0.594 0.432 0.2487
H -8.2394 12.9649 15.9375 0.002 -0.051 0.109 0.2047
H -7.3660 12.1433 17.0985 -0.643 -0.113 0.719 0.1847
C 1.0793 10.7625 10.0569 1.046 -2.337 0.336 0.6519
O 2.1268 10.2459 10.3616 1.819 0.180 0.668 -0.6623
N 0.2429 10.1668 9.2633 -2.153 -1.865 -2.766 -0.3999
N 0.5255 11.8185 10.5614 0.037 4.599 2.469 -0.3743
H -0.5521 10.7295 8.9960 -0.092 -1.221 -0.579 0.1564
H 0.4971 9.2296 8.9855 -0.583 0.353 -0.430 0.2216
H -0.3400 12.2124 10.2210 0.414 -0.016 0.200 0.1805
H 1.1970 12.4223 11.0138 -0.499 0.317 0.134 0.2248
C -6.4682 16.2365 22.0155 5.030 3.254 2.808 0.6358
O -5.6055 17.1131 22.2578 -0.526 -0.809 0.097 -0.7108
N -7.3990 16.4138 21.2009 -5.041 1.494 -5.431 -0.3281
N -6.5606 15.0850 22.6276 0.393 -3.829 2.309 -0.4450
H -7.4207 17.2503 20.6354 0.099 -0.191 0.075 0.2327
H -8.1157 15.7213 21.0366 0.105 0.306 0.140 0.1842
H -6.6969 14.2782 22.0355 -0.085 -0.057 0.479 0.2127
H -6.0557 14.9583 23.4930 0.238 -0.088 -0.472 0.2163
C 0.6744 7.3757 21.2957 -1.014 1.585 1.699 0.6580
O 0.2086 7.9098 22.3289 1.267 -1.741 -1.172 -0.6655
N 1.4911 6.3411 21.0902 1.074 -2.047 2.957 -0.4098
N 0.3799 7.8120 20.1026 -1.639 2.525 -3.276 -0.3721
H 1.6995 5.8785 21.9635 0.728 -0.488 -0.588 0.2254
H 1.9720 6.1922 20.2146 -0.017 -0.187 0.743 0.1906
H 0.8552 7.3974 19.3138 -0.535 0.644 -0.060 0.1554
H -0.0718 8.7130 20.0358 0.142 -0.241 -0.299 0.2183
C 3.4747 16.4754 10.3650 -0.566 0.294 -0.099 0.6592
O 4.4867 16.3801 10.9757 3.193 -0.536 1.449 -0.6344
N 3.3589 16.6417 9.0753 1.289 0.526 -3.966 -0.4300
N 2.3015 16.4028 10.9163 -3.863 -0.436 3.152 -0.4047
H 4.2597 16.7399 8.6293 -0.453 0.253 -0.491 0.2369
H 2.5101 16.9939 8.6563 0.515 -0.140 -0.088 0.1894
H 2.3148 16.2606 11.9162 -0.369 0.230 -0.179 0.2105
H 1.4510 16.7084 10.4654 0.257 -0.208 0.293 0.1747
C -3.9434 11.0291 13.4170 -1.181 0.624 -0.099 0.6755
O -4.1184 12.2045 13.2762 0.370 2.759 0.665 -0.6456
N -3.4484 10.4167 14.4956 0.876 0.066 1.205 -0.3918
N -4.4014 10.2162 12.4994 -0.781 -3.991 -2.659 -0.3917
H -3.3778 9.4096 14.5251 0.139 0.522 0.536 0.1719
H -3.2417 11.0660 15.2410 0.330 -0.718 0.144 0.2273
H -5.0430 10.4381 11.7516 0.441 0.620 0.405 0.2143
H -4.2456 9.2258 12.6212 -0.187 0.128 -0.205 0.1378
C -9.5035 16.8007 10.7761 -0.476 -1.376 2.710 0.6293
O -10.0001 16.2968 9.8633 -1.844 -3.427 -6.131 -0.5906
N -9.4820 18.0401 10.9911 0.380 8.063 0.269 -0.3626
N -9.1547 16.1946 11.8857 1.357 -2.824 2.157 -0.3840
H -9.3143 18.3283 11.9444 -0.129 0.846 -0.783 0.1358
H -9.8854 18.6573 10.3009 0.080 0.042 0.440 0.2214
H -8.9502 16.8113 12.6589 0.474 -1.530 0.266 0.1492
H -9.0245 15.2003 11.7650 0.158 0.195 1.070 0.2020
C 1.4393 21.2131 14.1498 3.282 0.601 -3.159 0.6510
O 1.5082 22.0107 13.2512 -1.077 1.963 -1.832 -0.6710
N 2.4733 20.4075 14.2949 2.611 -2.763 1.719 -0.3955
N 0.4473 21.0421 14.9253 -4.971 -0.210 3.288 -0.3324
H 2.6444 19.9991 15.2027 0.164 -0.321 -0.389 0.1659
H 3.1659 20.2928 13.5687 -0.244 0.506 0.344 0.1987
H -0.4045 21.4676 14.5885 0.050 0.125 0.421 0.2184
H 0.3504 20.3073 15.6115 0.174 0.041 -0.378 0.1707
C -0.8149 13.9686 24.1911 1.802 2.716 -0.037 0.6716
O -0.6788 15.1201 24.5597 -1.297 1.397 0.392 -0.6582
N -1.1872 13.5164 23.0192 -1.596 -1.230 -3.871 -0.5015
N -0.2075 12.9979 24.8097 1.745 -2.793 3.759 -0.4343
H -0.4915 12.8224 22.7860 -0.630 -0.146 -0.909 0.2499
H -1.4480 14.1013 22.2382 0.089 0.278 0.443 0.2516
H -0.3871 12.0208 24.6276 -0.053 0.266 0.179 0.2182
H 0.2082 13.2543 25.6938 -0.065 -0.324 -0.108 0.2073
C 2.4229 24.0049 18.8073 -6.031 2.214 3.278 0.7241
O 1.2946 24.4300 19.1429 -0.651 -1.550 -0.854 -0.7342
N 3.2965 24.8943 18.6443 4.436 5.630 -2.107 -0.4121
N 2.9106 22.8504 18.9717 1.203 -5.259 -0.142 -0.3461
H 4.2404 24.7242 18.3277 -0.256 0.435 -0.062 0.1715
H 2.8411 25.7939 18.5863 0.831 0.249 -0.213 0.2222
H 2.2961 22.0949 19.2395 0.711 -0.182 -0.286 0.2094
H 3.8847 22.8485 18.7045 -0.296 -1.606 0.384 0.1646
C -4.8203 22.6030 19.5363 -4.191 -0.498 0.751 0.6552
O -5.9175 22.0620 19.4815 -0.841 0.301 0.043 -0.6721
N -4.5152 23.6387 20.3083 0.622 1.266 0.993 -0.4440
N -3.8592 22.1838 18.8080 4.667 -2.340 -3.601 -0.3558
H -5.2833 24.0631 20.8082 0.630 -0.250 0.467 0.2364
H -3.5611 23.5145 20.6155 -0.305 1.224 0.781 0.2064
H -4.0586 21.5433 18.0529 -0.172 -0.054 0.443 0.2093
H -2.9153 22.5424 18.7829 -0.369 0.378 0.087 0.1671
C 4.7256 18.8960 24.9028 1.672 -0.929 2.066 0.6812
O 5.7068 19.0546 25.6132 -0.379 -0.398 0.789 -0.6388
N 3.7129 18.0153 25.0655 -0.841 -1.152 0.715 -0.3652
N 4.5720 19.5822 23.8108 -0.893 2.090 -3.339 -0.3745
H 2.9400 18.0555 24.4166 0.171 -0.345 0.447 0.1430
H 3.7792 17.2459 25.7165 0.023 0.321 -0.199 0.1972
H 5.0870 20.4413 23.6816 -0.110 -0.450 -0.227 0.2067
H 3.9107 19.2088 23.1450 0.362 0.822 -0.276 0.1514
```
Forces are in eV/Å.

The relative energy (zero: lowest compared OMol25 entry of this formula, charge and spin) is 1338.88 kJ/mol. The value obtained for the energy is -146944.4502 eV. For the HOMO energy, the calculation gives -7.293 eV. As for the frontier orbital gap: 3.772 eV.

---

- Which of these has the highest frontier orbital gap?
  C18H60O12

---

- Which of these has the highest relative energy (zero: lowest compared OMol25 entry of this formula, charge and spin)?
  C18H62CuF3N28O16